Record 1
The following is a DFT calculation (ωB97M-V/def2-TZVPD) of CBrClI2 as an isolated structure in a non-equilibrium geometry.

Its highest occupied orbital energy (alpha / beta) is -0.3193 / -0.3351 hartree. As for the total energy: -99799.4246 eV.

Geometry (Å):
C -0.321 -0.089 0.308
Cl 1.144 -0.180 -2.352
Br -0.175 -1.910 1.277
I 1.349 0.993 -0.138
I -1.997 1.186 0.905

Electronic structure analysis, Mulliken charges in units of e: number 1, C, carries -0.199; number 2, Cl, carries -0.350; number 3, Br, carries -0.058; number 4, I, carries 0.464; number 5, I, carries 0.143



Record 2
The following is a DFT calculation (ωB97M-V/def2-TZVPD) of a 2-piece molecular cluster, C18H21NO overall in a non-equilibrium geometry.

Its highest occupied orbital energy is -0.2913 hartree. As for the total energy: -22544.0945 eV. The SMILES is CCc1c[nH]c2ccccc12.CCc1ccc(O)cc1.

Geometry (Å):
C 2.053 0.551 4.656
C 1.294 1.299 3.552
C 0.058 0.537 3.129
C -1.197 1.059 3.226
N -2.113 0.254 2.577
C -1.440 -0.865 2.110
C -2.015 -1.946 1.463
C -1.168 -2.978 1.135
C 0.204 -2.876 1.368
C 0.728 -1.805 2.080
C -0.077 -0.742 2.488
H 1.525 0.389 5.590
H 3.058 0.924 4.897
H 2.290 -0.424 4.238
H 1.022 2.341 3.692
H 1.982 1.246 2.710
H -1.484 2.014 3.653
H -3.084 0.269 2.837
H -3.072 -1.987 1.207
H -1.559 -3.798 0.539
H 0.914 -3.573 0.956
H 1.804 -1.853 2.244
C 1.677 -1.583 -2.830
C 0.285 -1.150 -2.302
C -0.141 0.171 -2.877
C -1.017 0.258 -3.951
C -1.394 1.490 -4.446
C -0.783 2.654 -3.972
O -1.011 3.804 -4.695
C -0.047 2.611 -2.803
C 0.298 1.369 -2.303
H 1.778 -2.662 -2.809
H 2.448 -1.064 -2.261
H 1.791 -1.256 -3.863
H -0.454 -1.889 -2.600
H 0.364 -1.112 -1.218
H -1.574 -0.540 -4.415
H -2.177 1.571 -5.180
H -0.985 4.585 -4.121
H 0.347 3.485 -2.312
H 0.872 1.224 -1.390

Atom charges from the Mulliken analysis, given in e for atoms 1 to 8: number 1, C, carries -1.090; number 2, C, carries -0.603; number 3, C, carries 0.189; number 4, C, carries -0.810; number 5, N, carries -0.102; number 6, C, carries -0.268; number 7, C, carries -0.969; number 8, C, carries -0.335



Record 3
The following is a DFT calculation (ωB97M-V/def2-TZVPD) of a 7-piece molecular cluster, C22H58BBrNO21S6 overall in a non-equilibrium geometry.

Its highest occupied orbital energy is -0.2004 hartree. As for the charge: -1. As for the total energy: -203972.6127 eV.

Geometry (Å):
C 2.658 0.036 2.237
C 2.154 -1.304 1.767
C 2.620 -2.486 2.584
C 4.086 -2.728 2.384
O 4.666 -3.758 3.137
B 4.635 -3.755 4.573
Br 4.903 -1.892 5.411
O 3.286 -4.211 5.150
N 2.739 -5.220 4.484
O 1.602 -5.396 4.765
H 2.538 0.123 3.295
H 2.091 0.800 1.747
H 3.683 0.184 1.972
H 1.083 -1.264 1.797
H 2.449 -1.455 0.745
H 2.384 -2.302 3.614
H 2.086 -3.343 2.231
H 4.211 -3.004 1.348
H 4.621 -1.806 2.499
H 5.518 -4.472 5.005
O -0.668 -3.270 1.243
S -2.050 -3.300 1.591
O -2.468 -3.093 2.935
O -2.679 -4.652 1.047
C -2.045 -5.898 1.435
C -2.368 -6.287 2.863
C -2.944 -2.206 0.542
H -0.968 -5.836 1.279
H -2.436 -6.642 0.743
H -1.919 -5.597 3.574
H -1.983 -7.285 3.067
H -3.446 -6.279 3.024
H -2.653 -2.383 -0.490
H -2.675 -1.197 0.846
H -4.007 -2.375 0.686
O 0.045 2.886 1.401
S -0.295 3.941 0.503
O 0.602 4.313 -0.544
O -0.658 5.224 1.359
C 0.319 5.655 2.341
C 1.487 6.391 1.720
C -1.884 3.664 -0.191
H 0.650 4.795 2.922
H -0.238 6.311 3.006
H 2.094 5.727 1.109
H 2.119 6.801 2.506
H 1.131 7.203 1.085
H -2.575 3.416 0.610
H -1.782 2.834 -0.887
H -2.196 4.556 -0.725
O 0.785 -0.698 -4.816
S 0.347 -0.309 -3.511
O -0.920 0.350 -3.384
O 1.468 0.573 -2.843
C 1.973 1.681 -3.617
C 1.011 2.845 -3.653
C 0.424 -1.663 -2.403
H 2.219 1.329 -4.620
H 2.904 1.963 -3.132
H 0.105 2.581 -4.196
H 1.471 3.699 -4.148
H 0.721 3.138 -2.646
H 1.397 -2.134 -2.493
H -0.362 -2.353 -2.694
H 0.258 -1.303 -1.394
O -2.891 3.958 -3.310
S -2.619 4.435 -4.629
O -1.519 5.312 -4.859
O -3.943 5.105 -5.196
C -4.574 6.111 -4.373
C -3.856 7.445 -4.419
C -2.545 3.088 -5.751
H -4.660 5.737 -3.352
H -5.579 6.202 -4.776
H -2.874 7.385 -3.954
H -4.442 8.196 -3.889
H -3.716 7.767 -5.450
H -3.407 2.449 -5.589
H -1.627 2.547 -5.534
H -2.526 3.481 -6.764
O -3.842 -7.587 -4.358
S -3.994 -7.116 -3.019
O -3.872 -8.018 -1.921
O -5.380 -6.355 -2.912
C -6.559 -7.063 -3.355
C -7.035 -8.098 -2.355
C -2.952 -5.727 -2.765
H -6.365 -7.507 -4.332
H -7.308 -6.286 -3.488
H -6.326 -8.918 -2.264
H -7.993 -8.506 -2.678
H -7.154 -7.650 -1.370
H -3.081 -5.038 -3.594
H -1.928 -6.091 -2.732
H -3.210 -5.254 -1.820
O 5.568 5.581 5.166
S 5.505 4.847 3.940
O 4.234 4.501 3.395
O 6.414 3.571 4.055
C 6.187 2.675 5.182
C 4.982 1.785 4.994
C 6.451 5.669 2.707
H 6.122 3.267 6.094
H 7.094 2.079 5.239
H 4.055 2.358 4.999
H 4.935 1.049 5.794
H 5.038 1.255 4.046
H 7.427 5.910 3.116
H 5.908 6.574 2.445
H 6.535 5.016 1.843

Atom charges from the Mulliken analysis, given in e for atoms 1 to 8: number 1, C, carries -1.371; number 2, C, carries -0.178; number 3, C, carries -0.100; number 4, C, carries -0.789; number 5, O, carries -0.780; number 6, B, carries 0.772; number 7, Br, carries -0.296; number 8, O, carries -0.367



Record 4
The following is a DFT calculation (ωB97M-V/def2-TZVPD) of a 2-piece molecular cluster, C3H9ClNOP overall in a non-equilibrium geometry.

Its highest occupied orbital energy (alpha / beta) is -0.3212 / -0.3375 hartree. As for the total energy: -28603.7764 eV.

Geometry (Å):
C 1.308 -1.374 -1.069
C 0.498 -0.602 1.143
C -0.899 2.475 0.748
N 0.303 -0.665 -0.265
O -0.974 -0.091 -2.476
P -0.987 0.030 -1.026
Cl -2.615 -1.154 -0.432
H 1.523 -2.232 -0.495
H 0.922 -1.554 -1.984
H 2.177 -0.785 -1.439
H 0.965 0.300 1.563
H -0.508 -0.708 1.621
H 0.973 -1.443 1.638
H -1.818 2.410 1.235
H -0.004 2.267 1.381
H -0.865 3.127 -0.143

Atom charges from the Mulliken analysis, given in e for atoms 1 to 8: number 1, C, carries -0.967; number 2, C, carries -0.950; number 3, C, carries -0.927; number 4, N, carries 0.168; number 5, O, carries -0.554; number 6, P, carries 0.534; number 7, Cl, carries -0.270; number 8, H, carries 0.349



Record 5
The following is a DFT calculation (ωB97M-V/def2-TZVPD) of the molecule C13H11Cl2N3S.

Its highest occupied orbital energy is -0.3136 hartree. As for the total energy: -54010.5222 eV. The SMILES is S=C(NCc1cccnc1)Nc1cc(Cl)cc(Cl)c1.

Geometry (Å):
S 3.436 0.800 1.514
C 1.968 1.264 0.939
N 1.727 1.505 -0.375
C 2.227 0.574 -1.378
C 1.285 -0.602 -1.374
C 1.552 -1.746 -0.630
C 0.569 -2.714 -0.512
C -0.653 -2.494 -1.128
N -0.919 -1.411 -1.840
C 0.025 -0.498 -1.959
N 0.924 1.453 1.820
C -0.400 1.148 1.442
C -1.106 1.999 0.596
C -2.358 1.615 0.138
Cl -3.216 2.657 -0.930
C -2.926 0.410 0.516
C -2.225 -0.406 1.391
Cl -2.908 -1.908 1.873
C -0.972 -0.051 1.860
H 0.779 1.804 -0.578
H 3.240 0.280 -1.099
H 2.241 1.082 -2.344
H 2.511 -1.865 -0.146
H 0.744 -3.615 0.057
H -1.460 -3.210 -1.051
H -0.239 0.370 -2.553
H 1.178 1.193 2.766
H -0.701 2.962 0.323
H -3.890 0.112 0.139
H -0.430 -0.709 2.522

Atom charges from the Mulliken analysis, given in e for atoms 1 to 8: number 1, S, carries -0.377; number 2, C, carries 0.220; number 3, N, carries -0.098; number 4, C, carries -1.537; number 5, C, carries 0.992; number 6, C, carries -0.343; number 7, C, carries -0.447; number 8, C, carries -0.500